## P
Molecular formula: C2H13NO4
Method: DFT, the ωB97M-V functional and the def2-TZVPD basis

Bonds (Å) are listed after each position.
Cartesian coordinates (Å):
1 C -0.1599 0.4085 1.7439  O2 1.408, C3 1.547, H5 1.067, H6 1.121
2 O -0.3737 0.2587 3.1278  C1 1.408, H7 1.038
3 C -0.2938 1.8366 1.1656  C1 1.547, N4 1.492, H8 1.108, H9 1.112
4 N 0.0714 2.0171 -0.2699  C3 1.492, H10 1.036, H11 1.047
5 H -0.6761 -0.3169 1.1563  C1 1.067
6 H 0.8843 0.0113 1.6505  C1 1.121
7 H -0.2308 1.1138 3.6994  O2 1.038
8 H 0.0607 2.5717 1.9144  C3 1.108
9 H -1.4037 1.7752 1.1733  C3 1.112
10 H 1.1005 1.9242 -0.2003  N4 1.036
11 H -0.0045 2.9849 -0.6627  N4 1.047
12 H -0.8552 -3.5123 0.1437  O14 0.957
13 H 0.5672 -3.1033 -0.0067  O14 0.987
14 O -0.2678 -2.8138 0.4331  H12 0.957, H13 0.987
15 H 1.3807 -0.7620 -1.0660  O17 0.957
16 H 1.0433 -1.8237 -2.2264  O17 0.932
17 O 1.5789 -1.5916 -1.5000  H15 0.957, H16 0.932
18 H -0.6041 -0.9152 -3.8486  O20 0.976
19 H -1.3543 -0.0195 -2.9946  O20 0.993
20 O -0.4629 -0.0438 -3.4326  H18 0.976, H19 0.993

* 2S+1: 2
* expectation value of S²: 0.75
* charge: +1
* gap between HOMO and LUMO (alpha / beta): 0.379 / 0.157 Eh

Löwdin atomic charge list, values in e, 8 entries: -0.130 0.197 -0.203 0.029 0.139 0.229 0.224 0.134



## Q
Molecular formula: C2H13NO4
Method: DFT, the ωB97M-V functional and the def2-TZVPD basis

Bonds (Å) are listed after each position.
Cartesian coordinates (Å):
1 C -1.2031 -0.0757 -1.4485  N2 1.499, H5 1.063, H6 1.115, H7 1.100
2 N -0.0535 -1.0081 -1.6820  C1 1.499, C3 1.430, H8 1.030
3 C 1.1874 -0.6563 -1.0644  N2 1.430, O4 1.486, H9 1.153, H10 1.225
4 O 1.2530 0.8151 -0.8698  C3 1.486, H11 1.030
5 H -1.3571 0.0879 -0.4096  C1 1.063
6 H -2.1475 -0.4952 -1.8685  C1 1.115
7 H -1.0686 0.9481 -1.8277  C1 1.100
8 H -0.1558 -1.1755 -2.6930  N2 1.030
9 H 1.0747 -1.0869 -0.0013  C3 1.153
10 H 2.2680 -0.9285 -1.5735  C3 1.225
11 H 1.7197 1.2733 -1.6657  O4 1.030
12 H -0.5329 1.0525 1.4312  O14 0.919
13 H -0.6790 0.0968 2.3916  O14 0.931
14 O -1.1184 0.3690 1.6168  H12 0.919, H13 0.931
15 H 1.1722 2.6332 0.8530  O17 0.922
16 H 0.4560 3.4564 1.7972  O17 0.976
17 O 0.5444 2.5252 1.5194  H15 0.922, H16 0.976
18 H -0.6557 -1.4990 1.3339  O20 0.996
19 H -0.7363 -2.6806 0.4242  O20 0.933
20 O -0.5402 -2.4885 1.3161  H18 0.996, H19 0.933

* 2S+1: 2
* expectation value of S²: 0.75
* charge: +1
* gap between HOMO and LUMO (alpha / beta): 0.408 / 0.221 Eh

Löwdin atomic charge list, values in e, 8 entries: 0.013 0.163 -0.170 -0.088 0.054 0.133 0.137 0.182



Energies relative to the minimum, kcal/mol: P 22.5; Q 0.0



## P
Molecular formula: C4H6ClNOS
Method: DFT, the ωB97M-V functional and the def2-TZVPD basis

Bonds (Å) are listed after each position.
Cartesian coordinates (Å):
1 C -1.3835 -0.4478 -0.5701  C2 1.525, H5 1.130, H6 1.130, Cl14 1.761
2 C -0.4793 -0.2645 0.6444  C1 1.525, C3 1.502, H7 1.054, O12 1.368
3 C 0.8632 -0.9347 0.5842  C2 1.502, H8 1.049, H9 1.086, S13 1.877
4 C 1.3973 1.4957 -0.4783  H10 1.111, N11 1.274, S13 1.752
5 H -0.8434 -0.0772 -1.4913  C1 1.130
6 H -1.4302 -1.5654 -0.7324  C1 1.130
7 H -1.0024 -0.7471 1.4218  C2 1.054
8 H 0.8024 -1.9300 0.2571  C3 1.049
9 H 1.3197 -0.8810 1.5685  C3 1.086
10 H 1.7331 2.2727 -1.1984  C4 1.111
11 N 0.3293 1.8273 0.1316  C4 1.274, O12 1.368
12 O -0.3390 1.0409 1.0289  C2 1.368, N11 1.368
13 S 1.9816 -0.1409 -0.6976  C3 1.877, C4 1.752
14 Cl -2.9487 0.3521 -0.4683  C1 1.761

* SMILES: ClC[C@H]1CSC=NO1
* charge: 0
* gap between HOMO and LUMO: 0.358 Eh

Löwdin atomic charge list, values in e, 8 entries: -0.581 -0.525 -0.348 -0.490 0.083 0.107 0.134 0.058



## Q
Molecular formula: C4H6ClNOS
Method: DFT, the ωB97M-V functional and the def2-TZVPD basis

Bonds (Å) are listed after each position.
Cartesian coordinates (Å):
1 C -1.2984 -0.9175 1.2522  C2 1.493, C3 1.501, H5 1.050, Cl14 1.747
2 C 0.0741 -0.3896 1.5099  C1 1.493, C3 1.498, H6 1.080, H7 1.102
3 C -0.3531 -0.6990 0.1075  C1 1.501, C2 1.498, H8 1.077, O12 1.405
4 C 1.3218 0.8730 -1.9409  H10 1.094, N11 1.336, S13 1.632
5 H -1.5219 -1.9001 1.5463  C1 1.050
6 H 0.1396 0.6620 1.7483  C2 1.080
7 H 0.8158 -1.0386 2.0038  C2 1.102
8 H 0.0547 -1.5665 -0.3836  C3 1.077
9 H 0.2009 2.1218 -0.7464  N11 1.009
10 H 1.9711 1.7445 -2.0635  C4 1.094
11 N 0.4066 1.1716 -1.0146  C4 1.336, H9 1.009, O12 1.374
12 O -0.6715 0.3573 -0.7627  C3 1.405, N11 1.374
13 S 1.5408 -0.5504 -2.7096  C4 1.632
14 Cl -2.6803 0.1315 1.4532  C1 1.747

* SMILES: S=CNO[C@H]1C[C@H]1Cl
* charge: 0
* gap between HOMO and LUMO: 0.344 Eh

Löwdin atomic charge list, values in e, 8 entries: -0.631 -0.092 -0.336 -0.706 0.083 0.104 0.120 0.117



Energies relative to the minimum, kcal/mol: P 0.0; Q 13.3



## P
Molecular formula: C3H34O14
Method: DFT, the ωB97M-V functional and the def2-TZVPD basis

Bonds (Å) are listed after each position.
Cartesian coordinates (Å):
1 C -1.9380 0.9760 -0.2709  O2 1.427, C3 1.522, H5 1.090, H6 1.106
2 O -1.4994 1.4369 -1.5481  C1 1.427, H7 0.960
3 C -0.8631 0.1238 0.3877  C1 1.522, C4 1.541, H8 1.095, H9 1.092
4 C -1.4390 -0.6380 1.5970  C3 1.541, H10 1.086, H11 1.074, H12 1.083
5 H -2.2626 1.8097 0.3521  C1 1.090
6 H -2.8271 0.3715 -0.5290  C1 1.106
7 H -0.8783 0.7834 -1.8776  O2 0.960
8 H -0.5066 -0.5834 -0.3691  C3 1.095
9 H -0.0551 0.7531 0.7656  C3 1.092
10 H -1.8231 -1.5646 1.1815  C4 1.086
11 H -0.6853 -0.8513 2.3314  C4 1.074
12 H -2.2954 -0.1313 2.0247  C4 1.083
13 H 3.2841 0.0462 0.0154  O15 0.964
14 H 2.3595 1.2580 0.1557  O15 0.960
15 O 2.8342 0.5981 0.6658  H13 0.964, H14 0.960
16 H -0.0338 -4.6945 -0.7616  O18 0.958
17 H -0.8907 -4.1425 0.2330  O18 0.980
18 O -0.8825 -4.2509 -0.7406  H16 0.958, H17 0.980
19 H -0.3295 4.0669 2.1509  O21 0.961
20 H -0.4012 3.0449 1.0013  O21 0.972
21 O -0.8384 3.3203 1.8249  H19 0.961, H20 0.972
22 H 0.1320 -2.3085 -2.3561  O24 0.966
23 H 0.3217 -2.4202 -3.8872  O24 0.963
24 O 0.1849 -1.7917 -3.1710  H22 0.966, H23 0.963
25 H 0.0711 0.9378 -4.7387  O27 0.960
26 H 0.4554 -0.1569 -3.7156  O27 0.989
27 O 0.7418 0.7134 -4.0892  H25 0.960, H26 0.989
28 H 1.2831 -3.3824 0.0981  O30 0.974
29 H 2.7220 -3.1095 -0.2119  O30 0.961
30 O 1.9270 -3.4513 -0.6295  H28 0.974, H29 0.961
31 H -1.1658 -1.3577 4.1110  O33 0.957
32 H 0.2382 -1.0594 4.3852  O33 0.966
33 O -0.3661 -1.8135 4.3733  H31 0.957, H32 0.966
34 H -3.6269 3.0023 0.1126  O36 0.950
35 H -3.4132 2.7007 1.6110  O36 0.969
36 O -4.0844 2.7866 0.9169  H34 0.950, H35 0.969
37 H 2.6058 -0.6559 -2.8559  O39 0.972
38 H 2.9142 -1.5106 -1.7638  O39 0.971
39 O 3.2952 -0.7165 -2.1727  H37 0.972, H38 0.971
40 H 0.9602 3.0114 -1.0569  O42 1.004
41 H 1.9105 3.6089 -0.1540  O42 0.967
42 O 1.2156 2.9395 -0.0886  H40 1.004, H41 0.967
43 H 1.3096 2.8344 -3.1549  O45 0.953
44 H -0.2520 2.7612 -2.7327  O45 0.968
45 O 0.5933 3.2279 -2.6653  H43 0.953, H44 0.968
46 H 0.0627 -2.6772 2.3573  O48 0.965
47 H -0.0404 -4.2310 2.2168  O48 0.960
48 O -0.3429 -3.3945 1.8558  H46 0.965, H47 0.960
49 H 0.1117 1.6443 3.1571  O51 0.964
50 H 1.3883 1.1449 2.4455  O51 0.968
51 O 0.8185 0.9913 3.2134  H49 0.964, H50 0.968

* charge: 0
* gap between HOMO and LUMO: 0.383 Eh

Löwdin atomic charge list, values in e, 8 entries: -0.251 -0.081 -0.197 -0.087 0.064 0.135 0.055 0.109



## Q
Molecular formula: C3H34O14
Method: DFT, the ωB97M-V functional and the def2-TZVPD basis

Bonds (Å) are listed after each position.
Cartesian coordinates (Å):
1 O 3.1565 -1.0508 -2.3343  H2 0.987, H3 0.965, H4 0.965
2 H 2.5621 -1.0103 -1.5469  O1 0.987
3 H 3.2591 -1.9732 -2.5993  O1 0.965
4 H 3.9535 -0.5920 -2.0408  O1 0.965
5 C 0.9612 1.1546 0.6217  C6 1.518, H9 1.092, H10 1.090, H11 1.091
6 C 0.5047 -0.2276 0.1922  C5 1.518, C7 1.551, O8 1.407, H12 1.093
7 C -0.6358 -0.2150 -0.8585  C6 1.551, H13 1.093, H14 1.091, H15 1.090
8 O 1.6519 -0.9157 -0.2431  C6 1.407
9 H 1.4617 1.5959 -0.2425  C5 1.092
10 H 1.6489 1.2295 1.4641  C5 1.090
11 H 0.1253 1.7943 0.9094  C5 1.091
12 H 0.1704 -0.7418 1.0972  C6 1.093
13 H -0.3477 0.2162 -1.8203  C7 1.093
14 H -1.4450 0.4282 -0.5110  C7 1.091
15 H -0.9336 -1.2357 -1.0962  C7 1.090
16 O -4.1899 0.0100 0.9431  H17 0.960, H18 0.963
17 H -3.8398 -0.0173 0.0501  O16 0.960
18 H -3.4317 -0.1859 1.5030  O16 0.963
19 O 0.3394 -3.4117 -1.2313  H20 0.959, H21 0.964
20 H -0.0278 -3.2277 -2.0982  O19 0.959
21 H 0.5384 -2.5438 -0.8620  O19 0.964
22 O 4.0715 -0.3664 1.1599  H23 0.965, H24 0.959
23 H 3.2170 -0.4999 0.7310  O22 0.965
24 H 4.5014 0.3144 0.6391  O22 0.959
25 O 0.5773 4.3570 3.0934  H26 0.958, H27 0.963
26 H -0.2285 4.8450 3.2693  O25 0.958
27 H 0.6183 4.2993 2.1327  O25 0.963
28 O -1.7639 -1.2038 -4.7757  H29 0.959, H30 0.960
29 H -2.6918 -1.4277 -4.6850  O28 0.959
30 H -1.5942 -0.5865 -4.0610  O28 0.960
31 O -2.3385 -0.9415 2.8448  H32 0.960, H33 0.960
32 H -3.1294 -1.1752 3.3366  O31 0.960
33 H -1.7924 -1.7306 2.8749  O31 0.960
34 O -3.7913 -0.9225 -1.7648  H35 0.959, H36 0.960
35 H -4.2059 -1.1192 -2.6067  O34 0.959
36 H -3.2491 -1.6918 -1.5770  O34 0.960
37 O 3.3332 -3.4840 0.6014  H38 0.960, H39 0.960
38 H 2.7308 -4.2194 0.4673  O37 0.960
39 H 2.7989 -2.7033 0.4361  O37 0.960
40 O -0.1682 3.6331 -2.0882  H41 0.960, H42 0.959
41 H -0.4973 2.7373 -2.1893  O40 0.960
42 H 0.6035 3.6722 -2.6568  O40 0.959
43 O -2.0887 1.6979 2.2701  H44 0.960, H45 0.964
44 H -1.3910 2.1154 2.7806  O43 0.960
45 H -2.0182 0.7605 2.4841  O43 0.964
46 O -0.3979 4.5968 0.5693  H47 0.960, H48 0.961
47 H -1.3062 4.2907 0.6151  O46 0.960
48 H -0.0986 4.3328 -0.3053  O46 0.961
49 O 1.4110 -2.9382 2.7055  H50 0.960, H51 0.960
50 H 2.1481 -3.4529 2.3682  O49 0.960
51 H 1.2581 -2.2701 2.0338  O49 0.960

* charge: 0
* gap between HOMO and LUMO: 0.303 Eh

Löwdin atomic charge list, values in e, 8 entries: 0.297 0.056 0.174 0.168 -0.059 -0.534 -0.041 -0.339



Energies relative to the minimum, kcal/mol: P 0.0; Q 56.8



## P
Molecular formula: C4H12N2
Method: DFT, the ωB97M-V functional and the def2-TZVPD basis

Bonds (Å) are listed after each position.
Cartesian coordinates (Å):
1 C -1.3984 1.9818 -0.2179  N2 1.543, H7 1.133, H8 1.129, H9 1.162
2 N -1.2408 0.5793 0.4068  C1 1.543, C3 1.464, H10 0.987
3 C -0.9310 -0.7252 -0.1822  N2 1.464, C4 1.550, H11 1.059, H12 1.170
4 C 0.1857 -1.5875 0.4599  C3 1.550, C5 1.555, H13 1.161, H14 1.092
5 C 1.5116 -0.7820 0.3507  C4 1.555, N6 1.415, H15 1.117, H16 1.070
6 N 1.8783 0.1990 -0.6002  C5 1.415, H17 0.998, H18 1.004
7 H -0.8788 1.8066 -1.2099  C1 1.133
8 H -0.5695 2.4920 0.3549  C1 1.129
9 H -2.4073 2.5549 -0.1627  C1 1.162
10 H -1.0611 0.5327 1.3763  N2 0.987
11 H -1.7913 -1.3255 -0.3249  C3 1.059
12 H -0.7484 -0.5392 -1.3226  C3 1.170
13 H 0.0182 -1.7763 1.5936  C4 1.161
14 H 0.3909 -2.4996 -0.1040  C4 1.092
15 H 1.6339 -0.2184 1.3076  C5 1.117
16 H 2.2672 -1.5388 0.3951  C5 1.070
17 H 1.3073 1.0171 -0.5879  N6 0.998
18 H 1.8339 -0.1711 -1.5325  N6 1.004

* 2S+1: 2
* expectation value of S²: 0.76
* charge: +1
* gap between HOMO and LUMO (alpha / beta): 0.381 / 0.210 Eh

Löwdin atomic charge list, values in e, 8 entries: 0.030 0.120 -0.167 -0.131 -0.316 0.033 0.104 0.114



## Q
Molecular formula: C4H12N2
Method: DFT, the ωB97M-V functional and the def2-TZVPD basis

Bonds (Å) are listed after each position.
Cartesian coordinates (Å):
1 C -1.0521 3.0534 -0.6949  C2 1.505, H4 1.085, H5 1.089, H6 1.096
2 C -0.0055 2.4765 -1.6101  C1 1.505, C3 1.343, H7 1.085
3 C 0.5704 1.2824 -1.3975  C2 1.343, H8 1.097, H9 1.090
4 H -1.0426 4.1188 -0.4923  C1 1.085
5 H -2.0180 2.7832 -1.1199  C1 1.089
6 H -0.9132 2.6052 0.2955  C1 1.096
7 H 0.2103 2.9619 -2.5561  C2 1.085
8 H 0.8446 0.7175 -2.2965  C3 1.097
9 H 0.6201 0.5934 -0.5541  C3 1.090
10 N 0.7176 -2.8326 1.8758  C11 1.478, H13 1.018, H14 1.018
11 C 0.6150 -1.9365 0.7044  N10 1.478, N12 1.470, H15 1.103, H16 1.085
12 N -0.7724 -1.4526 0.7327  C11 1.470, H17 1.011, H18 1.017
13 H 0.1429 -3.6704 1.8061  N10 1.018
14 H 1.6749 -3.1755 1.9147  N10 1.018
15 H 1.3238 -1.1416 0.9905  C11 1.103
16 H 0.8785 -2.2907 -0.2864  C11 1.085
17 H -0.9620 -0.7137 1.3962  N12 1.011
18 H -1.2190 -2.3577 0.8562  N12 1.017

* 2S+1: 2
* expectation value of S²: 0.76
* charge: +1
* gap between HOMO and LUMO (alpha / beta): 0.346 / 0.139 Eh

Löwdin atomic charge list, values in e, 8 entries: -0.032 -0.051 0.160 0.098 0.113 0.091 0.135 0.109



Energies relative to the minimum, kcal/mol: P 0.0; Q 21.3